{
  "formula": "C40H108F3N9O12",
  "method": "ωB97M-V/def2-TZVPD",
  "lumo_ev": [-2.53, -7.20],
  "homo_energy_ha": [-0.36661, -0.36661],
  "charge": 1,
  "molar_mass_g_mol": 964.35,
  "s2": 0.76,
  "energy_ev": -89347.9651,
  "multiplicity": 2,
  "homo_lumo_gap_ha": [0.274, 0.102],
  "elements": ["O", "H", "H", "H", "C", "O", "O", "C", "F", "F", "F", "C", "C", "H", "H", "H", "H", "H", "H", "C", "C", "C", "O", "C", "N", "H", "H", "H", "H", "H", "H", "H", "H", "H", "H", "H", "C", "C", "C", "O", "C", "N", "H", "H", "H", "H", "H", "H", "H", "H", "H", "H", "H", "C", "C", "C", "O", "C", "N", "H", "H", "H", "H", "H", "H", "H", "H", "H", "H", "H", "C", "C", "C", "O", "C", "N", "H", "H", "H", "H", "H", "H", "H", "H", "H", "H", "H", "C", "C", "C", "O", "C", "N", "H", "H", "H", "H", "H", "H", "H", "H", "H", "H", "H", "C", "C", "C", "O", "C", "N", "H", "H", "H", "H", "H", "H", "H", "H", "H", "H", "H", "C", "C", "C", "O", "C", "N", "H", "H", "H", "H", "H", "H", "H", "H", "H", "H", "H", "C", "C", "C", "O", "C", "N", "H", "H", "H", "H", "H", "H", "H", "H", "H", "H", "H", "C", "C", "C", "O", "C", "N", "H", "H", "H", "H", "H", "H", "H", "H", "H", "H", "H"],
  "coordinates": [[-0.820, -2.603, 2.240], [-0.371, -2.330, 3.043], [-1.544, -3.191, 2.469], [-1.242, -1.838, 1.841], [-1.080, 0.480, 0.763], [-0.008, -0.493, 0.725], [-1.943, -0.210, 1.654], [-0.638, 1.898, 0.920], [0.464, 2.126, 0.143], [-1.535, 2.756, 0.443], [-0.444, 2.283, 2.196], [0.811, -0.673, -0.436], [1.770, -1.868, -0.216], [2.198, -2.296, -1.122], [2.647, -1.496, 0.315], [1.297, -2.560, 0.481], [1.403, 0.166, -0.802], [0.167, -0.964, -1.266], [-1.515, 0.519, -0.236], [2.290, -2.856, 3.832], [1.646, -1.593, 4.365], [1.937, -0.392, 3.434], [3.209, 0.168, 3.518], [3.285, 1.374, 2.674], [0.234, -1.919, 4.433], [2.169, -3.762, 4.425], [3.355, -2.630, 3.897], [2.153, -3.054, 2.769], [2.010, -1.368, 5.367], [1.233, 0.399, 3.690], [1.718, -0.672, 2.404], [4.324, 1.702, 2.681], [2.607, 2.135, 3.060], [3.254, 1.052, 1.633], [0.181, -2.381, 5.329], [-0.383, -1.123, 4.521], [1.815, -0.152, -6.130], [2.680, -1.154, -5.408], [4.109, -0.587, -5.270], [4.944, -1.540, -4.607], [6.242, -1.098, -4.253], [2.202, -1.450, -4.095], [1.991, 0.825, -5.678], [0.769, -0.452, -6.197], [2.135, 0.060, -7.150], [2.678, -2.048, -6.032], [3.977, 0.320, -4.680], [4.508, -0.304, -6.245], [6.164, -0.248, -3.575], [6.824, -0.750, -5.107], [6.816, -1.821, -3.674], [2.068, -0.531, -3.698], [2.977, -1.751, -3.522], [-2.279, 2.386, 5.363], [-3.091, 1.060, 5.444], [-4.487, 1.182, 4.878], [-5.132, -0.027, 5.334], [-6.501, -0.364, 5.084], [-2.301, -0.022, 4.779], [-2.691, 3.202, 5.957], [-2.135, 2.646, 4.315], [-1.239, 2.196, 5.627], [-3.183, 0.863, 6.512], [-4.470, 1.228, 3.789], [-5.039, 2.040, 5.263], [-6.710, -1.308, 5.588], [-6.429, -0.475, 4.002], [-7.112, 0.507, 5.319], [-1.965, 0.284, 3.877], [-2.869, -0.801, 4.476], [3.840, 1.043, -1.842], [3.425, 2.268, -2.689], [1.859, 2.390, -2.775], [1.322, 1.121, -3.295], [0.004, 1.337, -3.779], [4.052, 3.435, -2.065], [3.778, 1.233, -0.770], [4.882, 0.785, -2.033], [3.317, 0.134, -2.138], [3.904, 2.109, -3.655], [1.601, 3.234, -3.414], [1.452, 2.577, -1.781], [-0.508, 0.451, -4.156], [0.005, 2.068, -4.587], [-0.536, 1.756, -2.930], [3.841, 4.194, -2.698], [5.055, 3.380, -2.178], [-6.409, -1.999, -0.423], [-5.082, -1.221, -0.143], [-5.118, 0.328, -0.533], [-5.418, 0.540, -1.901], [-5.970, 1.820, -2.176], [-4.777, -1.359, 1.210], [-7.287, -1.567, 0.057], [-6.447, -3.050, -0.137], [-6.669, -2.000, -1.482], [-4.312, -1.706, -0.742], [-4.236, 0.864, -0.182], [-5.988, 0.671, 0.027], [-6.839, 2.128, -1.595], [-6.318, 1.867, -3.208], [-5.173, 2.558, -2.092], [-3.913, -0.885, 1.428], [-5.471, -0.753, 1.624], [-0.195, -3.799, -4.145], [0.896, -4.620, -3.384], [0.650, -6.180, -3.525], [-0.414, -6.602, -2.642], [-0.100, -6.731, -1.279], [2.111, -4.246, -4.087], [-0.162, -2.766, -3.798], [-1.207, -4.116, -3.892], [-0.136, -3.797, -5.233], [0.890, -4.421, -2.313], [1.568, -6.697, -3.247], [0.450, -6.472, -4.556], [-0.907, -7.312, -0.835], [0.205, -5.821, -0.761], [0.794, -7.355, -1.260], [2.172, -4.471, -5.070], [2.139, -3.240, -4.172], [4.518, -3.963, -1.266], [5.541, -4.683, -2.250], [5.834, -6.172, -1.818], [6.452, -6.171, -0.517], [6.672, -7.546, -0.066], [5.144, -4.643, -3.656], [4.299, -2.957, -1.625], [5.009, -3.819, -0.304], [3.629, -4.581, -1.141], [6.494, -4.154, -2.226], [6.563, -6.610, -2.499], [4.884, -6.706, -1.852], [5.737, -8.104, -0.022], [7.075, -7.539, 0.946], [7.465, -8.052, -0.618], [4.145, -4.702, -3.794], [5.252, -3.726, -4.065], [-7.260, 4.887, 3.561], [-7.209, 4.770, 2.016], [-6.917, 3.364, 1.567], [-5.784, 2.733, 2.200], [-4.551, 3.379, 1.868], [-8.522, 5.272, 1.606], [-7.234, 5.943, 3.827], [-6.384, 4.472, 4.060], [-8.153, 4.441, 4.000], [-6.434, 5.471, 1.708], [-6.843, 3.336, 0.480], [-7.786, 2.777, 1.863], [-4.439, 4.461, 1.944], [-4.223, 3.071, 0.875], [-3.852, 2.905, 2.556], [-8.753, 6.194, 1.950], [-8.516, 5.314, 0.597], [1.178, 5.634, -0.169], [2.438, 5.542, 0.697], [2.247, 6.082, 2.105], [2.153, 7.502, 2.188], [1.917, 7.994, 3.518], [2.850, 4.154, 0.749], [0.366, 4.939, 0.049], [1.446, 5.542, -1.221], [0.701, 6.610, -0.089], [3.226, 6.219, 0.366], [3.018, 5.668, 2.756], [1.299, 5.701, 2.483], [1.936, 9.084, 3.495], [2.663, 7.635, 4.226], [1.006, 7.677, 4.026], [1.959, 3.701, 0.893], [3.019, 3.842, -0.197]],
  "lowdin_spin": [0.000, 0.000, 0.000, 0.000, 0.066, 0.009, 0.774, 0.015, 0.002, 0.001, 0.003, 0.001, 0.000, 0.000, 0.000, 0.000, 0.001, 0.000, 0.038, 0.000, 0.000, 0.000, 0.000, 0.000, 0.000, 0.000, 0.000, 0.000, 0.000, 0.000, 0.000, 0.000, 0.000, 0.000, 0.000, 0.000, 0.000, 0.000, 0.000, 0.000, 0.000, 0.000, 0.000, 0.000, 0.000, 0.000, 0.000, 0.000, 0.000, 0.000, 0.000, 0.000, 0.000, 0.000, 0.002, 0.000, 0.000, 0.000, 0.012, 0.000, 0.000, 0.000, 0.001, 0.000, 0.000, 0.000, 0.000, 0.000, 0.002, 0.000, 0.000, 0.000, 0.000, 0.000, 0.000, 0.000, 0.000, 0.000, 0.000, 0.000, 0.000, 0.000, 0.000, 0.000, 0.000, 0.000, 0.000, 0.004, 0.006, 0.004, 0.002, 0.000, 0.050, 0.000, 0.000, 0.001, 0.000, 0.000, 0.000, 0.000, 0.000, 0.000, 0.002, 0.001, 0.000, 0.000, 0.000, 0.000, 0.000, 0.000, 0.000, 0.000, 0.000, 0.000, 0.000, 0.000, 0.000, 0.000, 0.000, 0.000, 0.000, 0.000, 0.000, 0.000, 0.000, 0.000, 0.000, 0.000, 0.000, 0.000, 0.000, 0.000, 0.000, 0.000, 0.000, 0.000, 0.000, 0.000, 0.000, 0.000, 0.000, 0.000, 0.000, 0.000, 0.000, 0.000, 0.000, 0.000, 0.000, 0.000, 0.000, 0.000, 0.000, 0.000, 0.000, 0.000, 0.000, 0.000, 0.000, 0.000, 0.000, 0.000, 0.000, 0.000, 0.000, 0.000, 0.000, 0.000, 0.000, 0.000, 0.000, 0.000]
}